No. 1
{"formula": "H6N4O2P", "method": "ωB97M-V/def2-TZVPD", "elements": ["N", "N", "N", "N", "O", "O", "P", "H", "H", "H", "H", "H", "H"], "xyz": [[-1.946, 1.665, -0.069], [1.399, 0.487, 0.781], [-2.229, 0.417, -0.279], [0.124, -0.160, 1.050], [-1.654, -2.043, 0.086], [1.301, -1.368, -1.455], [-0.914, -0.748, -0.321], [-1.344, 1.716, 0.797], [1.449, -2.012, -0.785], [1.837, -0.059, 0.030], [1.009, 1.267, 0.281], [-2.850, 0.273, -1.088], [0.148, -1.030, 1.422]], "total_charge": -1, "relative_energy_kj_mol": 424.62, "e_homo_ev": [-3.6242, -3.9688], "e_tot_ev": -19439.1462}



No. 2
{"formula": "C27H54BF8N2NbO9P", "method": "ωB97M-V/def2-TZVPD", "elements": ["C", "C", "B", "O", "Nb", "C", "C", "C", "C", "C", "N", "C", "C", "O", "C", "C", "F", "F", "C", "F", "F", "C", "F", "F", "C", "F", "F", "N", "C", "C", "C", "O", "P", "C", "C", "H", "H", "H", "H", "H", "H", "H", "H", "H", "H", "H", "H", "H", "H", "H", "H", "H", "H", "H", "H", "H", "H", "H", "H", "H", "H", "H", "H", "H", "H", "H", "H", "H", "H", "H", "H", "H", "H", "C", "C", "O", "C", "O", "O", "C", "H", "H", "H", "H", "H", "H", "H", "H", "C", "C", "O", "C", "O", "O", "C", "H", "H", "H", "H", "H", "H", "H", "H"], "xyz": [[5.760, -1.631, 1.766], [4.523, -2.593, 1.339], [3.160, -1.740, 1.621], [3.192, -0.906, 2.828], [1.238, -1.805, 0.317], [-0.085, -0.918, 1.939], [-1.332, -0.137, 1.235], [-1.596, 1.309, 1.874], [-2.889, 1.905, 1.100], [-2.971, 3.503, 1.166], [-2.382, 4.055, -0.092], [1.570, 0.299, -0.474], [2.112, 1.367, 0.588], [3.553, 1.442, 0.442], [4.038, 2.755, 0.204], [5.083, 2.655, -1.040], [6.298, 3.331, -0.733], [5.408, 1.306, -1.159], [4.354, 3.280, -2.304], [4.166, 4.659, -2.014], [3.057, 2.726, -2.322], [5.044, 3.024, -3.714], [6.225, 2.296, -3.670], [4.109, 2.281, -4.482], [5.335, 4.355, -4.569], [6.522, 4.083, -5.312], [4.319, 4.541, -5.507], [0.810, -3.837, 0.834], [0.752, -4.120, 2.283], [-0.349, -4.311, 0.097], [-1.848, -3.869, 0.353], [-0.150, -5.110, -0.857], [2.521, -2.717, -1.739], [1.279, -2.749, -3.173], [4.034, -1.654, -2.140], [5.467, -0.548, 1.536], [6.708, -1.848, 1.187], [5.903, -1.778, 2.889], [4.540, -3.503, 2.042], [4.613, -3.000, 0.289], [3.563, -1.428, 3.567], [-0.269, -1.864, -0.758], [-0.596, -1.697, 2.615], [0.462, -0.222, 2.673], [-1.243, -0.088, 0.110], [-2.287, -0.742, 1.445], [-0.678, 1.962, 1.758], [-1.900, 1.222, 2.961], [-2.757, 1.564, 0.013], [-3.853, 1.432, 1.472], [-4.081, 3.771, 1.141], [-2.502, 3.916, 2.107], [-2.763, 3.585, -0.920], [-1.367, 3.906, -0.093], [0.568, 0.712, -0.865], [2.274, 0.368, -1.378], [1.910, 1.085, 1.676], [1.555, 2.340, 0.406], [4.679, 3.083, 1.093], [3.255, 3.549, 0.038], [5.573, 5.266, -3.949], [1.421, -5.026, 2.509], [-0.313, -4.479, 2.528], [0.967, -3.261, 2.982], [-2.127, -2.982, -0.311], [-2.002, -3.517, 1.420], [-2.533, -4.742, 0.145], [1.254, -1.737, -3.694], [0.224, -2.913, -2.764], [1.495, -3.581, -3.930], [3.714, -0.917, -2.964], [4.271, -1.041, -1.218], [4.915, -2.251, -2.535], [-2.959, 7.187, -0.747], [-4.044, 7.075, 0.304], [-4.144, 8.281, 1.076], [-4.788, 9.294, 0.486], [-5.290, 9.277, -0.610], [-4.761, 10.348, 1.319], [-5.339, 11.530, 0.772], [-2.010, 7.478, -0.289], [-2.825, 6.238, -1.264], [-3.202, 7.952, -1.488], [-3.791, 6.276, 1.002], [-5.011, 6.821, -0.140], [-6.349, 11.344, 0.403], [-4.704, 11.920, -0.026], [-5.393, 12.273, 1.568], [-2.223, -7.416, 0.003], [-2.064, -8.888, 0.328], [-3.097, -9.338, 1.219], [-4.287, -9.570, 0.655], [-4.558, -9.445, -0.513], [-5.142, -9.945, 1.622], [-6.479, -10.136, 1.166], [-2.281, -6.826, 0.921], [-1.385, -7.059, -0.596], [-3.145, -7.231, -0.553], [-1.116, -9.045, 0.845], [-2.043, -9.500, -0.578], [-6.515, -10.822, 0.319], [-6.923, -9.175, 0.902], [-7.051, -10.570, 1.987]], "total_charge": -1, "e_homo_ev": -3.8026, "e_tot_ev": -83531.2584}



No. 3
{"formula": "C10H21AgNO8", "method": "ωB97M-V/def2-TZVPD", "elements": ["Ag", "C", "C", "O", "O", "H", "H", "H", "C", "C", "O", "O", "H", "H", "H", "C", "C", "O", "O", "H", "H", "H", "O", "H", "C", "C", "C", "O", "C", "N", "H", "H", "H", "H", "H", "H", "H", "H", "H", "H", "H"], "xyz": [[-0.072, -0.262, 1.215], [-3.566, 1.688, 2.884], [-2.225, 0.907, 2.998], [-2.109, -0.135, 2.289], [-1.310, 1.411, 3.671], [-3.892, 2.225, 3.780], [-4.432, 1.033, 2.722], [-3.559, 2.390, 2.048], [0.425, -4.112, -0.579], [0.591, -3.698, 0.897], [1.197, -4.481, 1.660], [-0.074, -2.696, 1.288], [0.854, -3.472, -1.352], [-0.643, -4.256, -0.778], [0.795, -5.131, -0.733], [1.698, 3.787, -0.221], [1.226, 2.844, 0.934], [1.870, 2.982, 1.991], [0.339, 2.000, 0.664], [1.102, 4.703, -0.198], [1.515, 3.317, -1.194], [2.761, 4.012, -0.154], [1.443, -0.219, 2.656], [2.217, 0.159, 2.226], [-1.374, -0.295, -3.164], [-0.819, -0.669, -1.757], [0.738, -0.600, -1.735], [1.407, -0.564, -0.495], [2.788, -0.193, -0.614], [-1.350, 0.159, -0.644], [-2.458, -0.379, -3.161], [-1.050, -1.016, -3.925], [-0.885, 0.625, -3.485], [-1.212, -1.633, -1.418], [1.021, 0.257, -2.362], [1.020, -1.458, -2.362], [3.251, -0.173, 0.368], [2.926, 0.736, -1.166], [3.176, -1.102, -1.093], [-2.347, 0.217, -0.845], [-0.980, 1.093, -0.856]], "total_charge": -2, "multiplicity": 2, "relative_energy_kj_mol": 0.00, "e_homo_ev": [-1.7920, -1.6531], "e_tot_ev": -32577.8156}



No. 4
{"formula": "C5H7NO", "method": "ωB97M-V/def2-TZVPD", "elements": ["C", "N", "C", "C", "C", "C", "O", "H", "H", "H", "H", "H", "H", "H"], "xyz": [[0.848, -1.934, -0.738], [1.348, -0.736, -0.056], [0.413, 0.221, 0.166], [-0.789, 0.459, -0.444], [-1.453, 1.532, 0.177], [-0.685, 1.945, 1.166], [0.464, 1.216, 1.051], [0.131, -2.427, -0.056], [1.686, -2.505, -1.126], [0.395, -1.416, -1.739], [1.833, -0.923, 0.719], [-0.944, -0.070, -1.350], [-2.460, 1.965, 0.287], [-0.787, 2.672, 1.944]], "smiles": "CNc1ccco1", "relative_energy_kj_mol": 249.51, "e_homo_ev": -7.6376, "e_tot_ev": -8833.6168}